The following is a quantum chemistry calculation of one molecule with the formula C25H28N2O6, from the Open Molecules 2025 dataset.

XYZ file:
```
61
Properties=species:S:1:pos:R:3:forces:R:3:lowdin_charge:R:1
C -5.04321 -4.06474 -1.47944 0.13 0.14 0.18 -0.112
C -4.94166 -2.94521 -0.45055 -0.24 -0.04 -0.20 -0.269
C -6.27263 -2.21294 -0.29566 0.40 0.30 0.31 -0.177
C -6.23899 -1.07002 0.72362 -0.43 -0.48 -0.05 -0.182
O -5.50100 0.04221 0.25790 0.29 0.20 -0.14 -0.013
C -4.18336 0.18963 0.51676 0.21 0.36 -0.12 -0.190
C -3.41589 -0.57540 1.38483 -0.33 -0.04 -0.03 -0.009
C -2.07679 -0.30061 1.58585 0.25 0.29 -0.17 -0.021
C -1.45584 0.75069 0.91648 -0.74 -0.29 0.01 -0.218
C -0.06292 1.07992 1.08273 0.83 -0.08 0.34 -0.004
C 0.82915 0.48480 1.89235 -0.46 0.08 -0.22 0.016
C 2.20853 0.95511 1.93849 0.11 0.34 -0.26 -0.486
O 2.68498 1.84828 1.27744 -0.05 -0.03 0.20 0.121
O 2.93471 0.23509 2.82616 -0.19 -0.18 0.07 -0.019
C 4.28692 0.63204 2.99786 0.23 0.44 0.05 -0.059
C 5.05938 0.90124 1.70289 0.14 0.02 0.46 -0.431
O 5.80822 1.84843 1.63040 -0.03 0.03 0.14 0.096
N 4.90628 -0.00094 0.68980 0.17 -0.23 -0.33 0.030
C 4.29211 -1.30423 0.80923 -0.21 -0.36 0.11 -0.020
C 5.23378 -2.41561 0.34244 -0.27 0.14 0.28 -0.443
O 5.26337 -3.51342 0.84956 -0.09 -0.18 0.12 0.079
N 6.00227 -2.06936 -0.71528 0.42 -0.15 -0.32 0.157
C 5.99517 -0.80205 -1.29949 -0.14 0.48 0.01 -0.169
C 6.54099 -0.59118 -2.55759 -0.06 0.04 0.04 -0.026
C 6.53300 0.67798 -3.10787 0.05 -0.07 0.03 -0.089
C 5.97196 1.73406 -2.40877 -0.04 0.06 0.02 -0.077
C 5.42570 1.53344 -1.15316 -0.02 -0.07 -0.10 0.007
C 5.44456 0.26772 -0.58702 0.19 0.00 -0.32 -0.130
C -2.22824 1.52798 0.03852 0.07 -0.06 0.03 0.038
C -3.56705 1.27160 -0.16731 -0.33 -0.24 0.06 -0.182
O -4.39061 1.95189 -1.00752 -0.02 -0.29 0.22 -0.031
C -3.93395 3.13075 -1.63837 0.12 0.45 -0.09 -0.239
C -3.87191 4.32319 -0.68807 -0.04 -0.40 -0.12 -0.060
H -4.08917 -4.57625 -1.58021 0.05 -0.11 -0.08 0.069
H -5.32285 -3.66509 -2.45150 -0.03 0.00 -0.13 0.073
H -5.79401 -4.79279 -1.17977 -0.08 -0.11 -0.02 0.071
H -4.64302 -3.36854 0.51152 0.08 0.06 0.06 0.109
H -4.16912 -2.23933 -0.76186 0.04 -0.01 0.08 0.106
H -6.56858 -1.79597 -1.26019 -0.11 -0.01 -0.03 0.121
H -7.04259 -2.92110 0.01819 -0.09 -0.02 -0.01 0.118
H -5.87610 -1.42238 1.69394 -0.04 0.07 -0.02 0.117
H -7.25489 -0.68450 0.85830 0.17 -0.05 0.08 0.129
H -3.85690 -1.40195 1.91817 -0.07 -0.06 0.00 0.105
H -1.51498 -0.91600 2.26929 0.06 -0.09 0.09 0.108
H 0.30583 1.90725 0.48679 0.07 0.06 -0.03 0.126
H 0.59312 -0.34130 2.54272 -0.13 -0.10 0.05 0.111
H 4.32977 1.56412 3.57234 0.05 -0.19 -0.16 0.145
H 4.76637 -0.16491 3.57266 -0.06 0.08 -0.08 0.143
H 4.00404 -1.52343 1.83528 0.10 -0.02 -0.20 0.130
H 3.38728 -1.35127 0.18325 0.06 -0.04 0.11 0.154
H 6.58958 -2.78456 -1.12441 -0.12 0.03 0.17 0.164
H 6.97449 -1.42260 -3.09399 0.03 -0.10 -0.07 0.110
H 6.96368 0.83920 -4.08414 0.04 0.01 -0.09 0.102
H 5.95745 2.72143 -2.84295 0.00 0.10 -0.03 0.103
H 4.98719 2.34816 -0.60197 -0.02 0.07 0.05 0.119
H -1.74034 2.33814 -0.48008 0.00 0.12 -0.08 0.113
H -2.96273 2.96372 -2.12112 -0.11 -0.03 0.00 0.117
H -4.67608 3.31874 -2.41915 0.17 -0.04 0.05 0.125
H -3.57627 5.21333 -1.23646 0.05 0.11 -0.04 0.078
H -3.15782 4.14828 0.11281 0.06 0.06 0.07 0.068
H -4.85031 4.48925 -0.24468 -0.08 0.05 0.04 0.081
```
Positions in Å, forces in eV/Å.

Computed properties:
**Lowest unoccupied orbital energy**: -0.11 eV
**HOMO-LUMO gap**: 0.2915 Ha
**ΔE to the lowest compared entry with this formula, charge and spin**: 1.738 eV
**Energy**: -41644.9694 eV
**Charge**: 0
**Strongest force on any atom**: 0.9 eV Å⁻¹
**SMILES string**: CCCCOc1ccc(/C=C/C(=O)OCC(=O)N2CC(=O)Nc3ccccc32)cc1OCC
**Multiplicity**: 1

The following is a quantum chemistry calculation of one molecule with the formula C25H28N2O7 at a distorted geometry, from the Open Molecules 2025 dataset.

XYZ file:
```
62
Properties=species:S:1:pos:R:3:forces:R:3:lowdin_charge:R:1
C -0.40847 -1.26316 3.76930 -0.09 0.12 -0.40 -0.054
C -0.98790 -1.31327 2.35852 -0.06 -0.34 0.36 -0.241
O -0.84855 -0.09259 1.66549 0.33 0.39 -0.24 -0.063
C 0.37869 0.26746 1.14915 -0.11 0.36 -0.15 -0.189
C 1.51623 -0.52196 1.13630 -0.05 -0.06 0.02 0.048
C 2.71375 -0.09334 0.55797 -0.15 0.38 -0.09 -0.141
N 3.87309 -0.85670 0.62216 0.32 0.01 0.20 -0.085
C 4.65398 -1.10598 -0.57575 -0.09 -0.36 -0.45 -0.124
C 4.20181 -2.41313 -1.23890 0.16 0.36 -0.06 -0.178
O 4.32076 -3.50626 -0.35177 0.09 -0.12 0.02 -0.133
C 3.54972 -3.29834 0.80953 -0.02 0.15 0.30 -0.191
C 3.96678 -1.99582 1.50970 -0.10 -0.32 -0.09 -0.138
C 2.74539 1.19583 -0.02459 -0.14 -0.18 0.06 -0.183
O 3.93713 1.61748 -0.54488 -0.02 -0.17 0.17 -0.077
C 4.02145 2.91540 -1.10212 0.14 0.30 -0.15 -0.250
C 5.44900 3.10752 -1.59113 -0.39 -0.16 0.18 -0.061
C 1.60417 1.97857 -0.02597 0.08 0.00 -0.04 0.066
C 0.42741 1.53177 0.55614 0.16 -0.32 0.02 -0.140
N -0.74998 2.29591 0.57089 -0.11 -0.22 0.49 0.159
C -1.16018 3.18838 -0.35109 -0.44 0.06 0.27 -0.464
O -0.47675 3.68017 -1.22370 0.02 0.08 -0.21 0.078
C -2.64114 3.58664 -0.21072 0.19 0.27 -0.34 -0.078
O -3.41412 2.78392 0.65468 0.00 -0.07 0.21 -0.033
C -3.61460 1.47528 0.35732 -0.28 -0.58 -0.09 -0.266
C -4.37573 0.76087 1.29839 0.09 0.29 0.02 0.004
C -4.60054 -0.57961 1.13467 0.18 0.00 -0.26 -0.024
C -4.07229 -1.26403 0.03232 0.25 0.40 -0.25 -0.169
C -4.23764 -2.66593 -0.19229 0.22 -0.27 -0.44 0.002
C -3.67938 -3.24680 -1.27142 -0.26 0.01 0.42 0.025
C -2.90377 -2.47954 -2.23251 0.24 -0.47 -0.50 -0.448
O -2.36787 -2.93065 -3.21280 -0.19 0.22 0.35 0.117
O -2.77924 -1.13419 -1.99093 0.16 0.18 -0.20 0.139
C -3.32500 -0.53992 -0.91038 -0.51 0.15 0.86 -0.174
C -3.10571 0.82600 -0.75647 -0.01 0.10 -0.11 0.087
H -0.89972 -0.48056 4.34202 -0.04 0.05 0.08 0.080
H -0.56696 -2.21678 4.26505 0.00 -0.11 0.09 0.078
H 0.65708 -1.04954 3.74270 0.10 -0.01 0.06 0.067
H -2.07010 -1.46990 2.40521 0.16 -0.06 -0.04 0.114
H -0.54899 -2.13751 1.78296 -0.07 0.08 -0.02 0.120
H 1.47388 -1.50726 1.56695 0.00 -0.10 0.04 0.090
H 4.55034 -0.27781 -1.26990 0.08 -0.08 0.01 0.117
H 5.70470 -1.19768 -0.28055 -0.01 0.02 -0.09 0.132
H 4.83186 -2.65230 -2.09677 -0.07 0.06 -0.02 0.126
H 3.15631 -2.31340 -1.57120 0.07 0.00 -0.01 0.131
H 3.72869 -4.16170 1.45343 -0.08 0.06 0.02 0.126
H 2.48267 -3.26194 0.53944 0.05 -0.02 0.04 0.119
H 3.38051 -1.82649 2.41241 0.02 0.00 0.03 0.120
H 5.02088 -2.08918 1.79701 -0.08 -0.05 0.05 0.130
H 3.77703 3.66830 -0.34075 -0.05 -0.09 -0.08 0.128
H 3.31594 3.01813 -1.93722 0.01 0.00 0.14 0.131
H 5.68462 2.37326 -2.35676 0.05 -0.04 -0.10 0.076
H 5.56474 4.10414 -2.00687 0.04 0.10 -0.05 0.076
H 6.14351 2.98088 -0.76519 0.10 0.02 0.06 0.078
H 1.59711 2.95447 -0.47723 0.05 0.08 -0.03 0.102
H -1.43510 1.93569 1.22289 0.00 0.17 -0.18 0.136
H -3.07318 3.62457 -1.21808 0.10 -0.05 0.11 0.142
H -2.68859 4.59265 0.21645 0.04 -0.14 -0.12 0.143
H -4.76415 1.29722 2.14907 -0.05 0.06 0.10 0.121
H -5.18213 -1.12829 1.86037 -0.07 -0.05 0.09 0.120
H -4.81442 -3.23935 0.51998 -0.04 -0.11 0.03 0.122
H -3.77430 -4.29957 -1.48229 0.01 -0.05 -0.03 0.119
H -2.51579 1.32973 -1.50457 0.08 0.07 -0.10 0.137
```
Positions in Å, forces in eV/Å.

Computed properties:
**Lowest unoccupied orbital energy**: 0.02 eV
**HOMO-LUMO gap**: 0.2629 Ha
**ΔE to the lowest compared entry with this formula, charge and spin**: 1.261 eV
**Energy**: -43691.5864 eV
**Charge**: 0
**Strongest force on any atom**: 1.0 eV Å⁻¹
**SMILES string**: CCOc1cc(N2CCOCC2)c(OCC)cc1NC(=O)COc1ccc2ccc(=O)oc2c1
**Multiplicity**: 1

The following is a quantum chemistry calculation of C25H28N3O3SSe2SiZr as an isolated structure at a distorted geometry, from the Open Molecules 2025 dataset.

XYZ file:
```
64
Properties=species:S:1:pos:R:3:forces:R:3:lowdin_charge:R:1
Zr 1.35157 -0.09334 0.96505 -1.68 1.86 -2.69 0.873
N -0.28803 2.88926 3.73985 -0.04 -0.14 0.19 0.079
C 0.45297 1.87896 3.20695 0.60 0.05 0.67 -0.916
S 1.79227 2.31736 2.20545 0.05 -0.22 -0.44 0.524
N 0.21927 0.67516 3.64185 -1.07 0.13 0.92 -0.027
N 1.01047 -0.27854 3.09925 -0.09 -0.75 0.87 -0.236
C 1.24987 -1.35804 3.75725 -0.01 0.45 0.27 -0.088
C 2.20527 -2.31804 3.27465 0.54 -0.02 -0.37 -0.213
C 2.35207 -3.53384 3.94755 -0.04 0.15 -0.17 -0.054
C 3.30517 -4.45114 3.56585 -0.02 -0.20 0.19 -0.108
C 4.15327 -4.15304 2.50575 -0.07 -0.04 -0.01 -0.090
C 4.04857 -2.95534 1.83525 -0.04 0.40 -0.05 -0.009
C 3.07877 -2.00114 2.18565 0.40 -1.09 1.07 -0.383
O 3.02897 -0.85494 1.54865 1.41 -0.64 0.62 -0.352
H -0.26673 3.76946 3.25275 -0.07 -0.07 -0.06 0.061
H -1.17193 2.60956 4.14005 0.09 0.08 -0.05 0.095
H 0.78487 -1.51504 4.73625 0.06 0.16 -0.18 0.136
H 1.67747 -3.75054 4.76645 -0.01 -0.01 0.06 0.109
H 3.39677 -5.39184 4.09135 -0.01 -0.03 0.00 0.092
H 4.90177 -4.87214 2.20155 0.06 -0.02 -0.03 0.098
H 4.71557 -2.71094 1.02165 0.02 0.03 -0.10 0.117
O -1.80423 -1.99314 -3.43225 -0.19 0.13 -0.48 -0.070
C -1.17693 -2.67594 -2.36485 0.28 -0.22 0.49 -0.216
C 0.34647 -2.43894 -2.25225 -0.04 -0.02 -0.04 -0.592
C 1.05107 -2.99584 -3.50485 0.12 -0.19 0.47 -0.235
O 0.60937 -2.40974 -4.70185 -0.29 0.14 -0.47 -0.065
C 0.85177 -3.18254 -1.01735 0.02 0.22 0.34 -0.508
Se 0.14727 -2.45554 0.71035 -0.16 -0.31 -0.37 0.590
C 0.59427 -0.93904 -2.14695 0.38 0.51 0.06 -0.560
Se 2.40707 -0.42494 -1.47375 -0.08 -0.47 -0.40 0.494
H -1.85713 -1.05374 -3.21855 -0.02 0.08 0.04 0.058
H -1.36463 -3.73804 -2.54955 0.04 -0.01 0.06 0.131
H -1.64043 -2.40694 -1.40705 0.04 -0.04 -0.11 0.088
H 0.89567 -4.08614 -3.53905 0.08 0.01 0.08 0.123
H 2.12437 -2.79534 -3.44135 -0.03 -0.09 0.12 0.113
H -0.35593 -2.32014 -4.63495 0.15 0.09 -0.04 0.064
H 1.94177 -3.12734 -0.95455 -0.19 -0.04 -0.07 0.030
H 0.54037 -4.22514 -1.04795 -0.02 -0.11 0.02 0.058
H -0.12603 -0.50934 -1.43855 -0.02 -0.07 -0.29 -0.020
H 0.48677 -0.46764 -3.12805 -0.15 0.02 0.24 0.069
C -3.21953 1.37356 -3.77515 -0.06 -0.04 -0.13 -0.105
C -2.16043 2.21876 -4.05735 -0.10 0.06 -0.16 -0.098
C -1.17653 2.44016 -3.10955 0.04 -0.07 0.29 -0.114
C -1.23243 1.83316 -1.85625 0.53 -0.10 0.22 -0.358
C -2.28873 0.95776 -1.60485 -0.14 -0.03 0.01 -0.148
C -3.27183 0.72836 -2.54955 -0.15 0.08 -0.03 -0.112
Si 0.13877 2.13356 -0.51295 -1.89 -0.49 0.69 0.775
C -0.89183 3.49486 0.40345 0.50 -0.29 -0.08 -0.376
C -0.52903 4.83996 0.35865 -0.06 -0.20 -0.04 -0.128
C -1.21363 5.79216 1.09455 -0.01 0.18 0.04 -0.108
C -2.27013 5.41406 1.90925 -0.08 0.10 0.06 -0.116
C -2.64593 4.08136 1.96535 -0.14 0.10 -0.05 -0.119
C -1.96713 3.13686 1.21665 -0.14 0.11 -0.10 -0.153
H -3.99713 1.20646 -4.50545 -0.05 -0.03 -0.12 0.096
H -2.10143 2.70306 -5.02135 0.01 0.06 -0.10 0.095
H -0.34763 3.09016 -3.34445 0.16 0.16 -0.13 0.093
H -2.33373 0.43616 -0.66085 0.01 -0.06 0.17 0.064
H -4.08163 0.04796 -2.32865 -0.09 -0.08 0.02 0.106
H -0.96023 0.42136 1.04825 1.60 0.69 -0.89 0.011
H 0.30717 5.13936 -0.25735 0.15 0.13 -0.03 0.093
H -0.91533 6.83046 1.04155 0.02 0.08 0.01 0.093
H -2.80063 6.15166 2.49695 0.00 0.06 0.02 0.092
H -3.46233 3.77316 2.60675 -0.06 0.00 0.01 0.099
H -2.24773 2.09916 1.29645 -0.04 -0.15 -0.02 0.059
```
Positions in Å, forces in eV/Å.

Computed properties:
**Lowest unoccupied orbital energy**: 1.98 eV
**HOMO-LUMO gap**: 0.2295 Ha
**Energy**: -187680.7174 eV
**Charge**: -1
**Strongest force on any atom**: 3.7 eV Å⁻¹
**Multiplicity**: 1

> What is the strongest force on any atom in the second record?

1.0 eV Å⁻¹

> What is the charge in the first record?

0

> Which formula does entry 2 have?

C25H28N2O7